{"formula": "C5H10O2", "method": "ωB97M-V with the def2-TZVPD basis set", "species": ["C", "O", "C", "C", "C", "C", "O", "H", "H", "H", "H", "H", "H", "H", "H", "H", "H"], "positions_angstrom": [[-0.332, 0.149, -2.120], [-0.955, -0.045, -0.873], [-0.138, 0.029, 0.280], [1.000, -1.004, 0.275], [-1.105, -0.255, 1.436], [0.539, 1.407, 0.630], [1.330, 1.406, 1.548], [0.212, 1.103, -2.142], [-1.131, 0.181, -2.866], [0.361, -0.661, -2.391], [1.685, -0.852, -0.566], [0.604, -2.023, 0.224], [1.577, -0.888, 1.194], [-1.529, -1.259, 1.331], [-0.578, -0.182, 2.390], [-1.928, 0.466, 1.423], [0.388, 2.427, 0.226]], "relative_energy_kj_mol": 192.8, "e_homo_ha": -0.348, "e_tot_ha": -346.95199, "orbital_gap_ev": 10.37}


{"formula": "C4H3N3O", "method": "ωB97M-V with the def2-TZVPD basis set", "species": ["C", "C", "C", "C", "H", "H", "H", "N", "N", "N", "O"], "positions_angstrom": [[1.404, -0.631, -0.098], [0.947, 0.890, 0.030], [-0.401, 0.363, -0.130], [-1.662, 0.313, 0.014], [1.228, 1.447, 0.988], [1.520, 1.594, -0.721], [-2.451, 1.146, -0.040], [-1.996, -1.052, -0.004], [-1.047, -1.815, 0.028], [0.011, -0.967, -0.088], [2.446, -1.290, 0.021]], "relative_energy_kj_mol": 288.8, "e_homo_ha": -0.373, "e_tot_ha": -393.60940, "orbital_gap_ev": 10.28}


{"formula": "C2H4O3Yb", "method": "ωB97M-V with the def2-TZVPD basis set", "species": ["O", "C", "C", "O", "Yb", "H", "H", "H", "O", "H"], "positions_angstrom": [[1.485, 0.581, -0.503], [1.226, -0.341, 0.291], [-0.046, -0.341, 1.050], [-0.589, 0.912, 1.064], [-0.378, 2.122, -0.824], [1.918, -1.196, 0.409], [0.218, -0.681, 2.078], [-0.797, -1.183, 0.492], [-1.721, 0.397, -1.749], [-1.316, -0.270, -2.308]], "e_homo_ha": [-0.228, -0.347], "e_tot_ha": -1462.92618, "orbital_gap_ev": [6.11, 7.98], "spin_multiplicity": 3}


{"formula": "C5H8O", "method": "ωB97M-V with the def2-TZVPD basis set", "species": ["C", "C", "C", "O", "C", "C", "H", "H", "H", "H", "H", "H", "H", "H"], "positions_angstrom": [[0.198, -2.197, 0.515], [-0.530, -0.873, 0.188], [0.141, 0.156, -0.372], [1.264, -0.093, -1.122], [-0.359, 1.530, -0.196], [-0.859, 1.928, 0.982], [-0.392, -2.807, 1.232], [1.272, -2.104, 0.740], [0.075, -2.770, -0.437], [-1.476, -0.761, 0.686], [1.078, -0.904, -1.605], [-0.016, 2.358, -0.824], [-1.007, 1.300, 1.856], [-1.275, 2.925, 1.041]], "relative_energy_kj_mol": 191.5, "e_homo_ha": -0.306, "e_tot_ha": -270.48497, "orbital_gap_ev": 9.14}


{"formula": "C24H19BrMnN4O2S3", "method": "ωB97M-V with the def2-TZVPD basis set", "species": ["Mn", "O", "C", "C", "C", "C", "C", "C", "C", "O", "N", "N", "C", "C", "Br", "C", "C", "C", "C", "C", "C", "C", "H", "H", "H", "H", "H", "H", "H", "H", "H", "H", "H", "H", "H", "H", "S", "C", "S", "C", "N", "N", "C", "C", "C", "C", "C", "C", "S", "H", "H", "H", "H", "H"], "positions_angstrom": [[-0.578, -0.306, 0.050], [0.759, -1.157, 3.822], [1.792, -2.000, 3.541], [2.685, -2.373, 4.541], [3.727, -3.245, 4.283], [3.894, -3.768, 3.010], [3.011, -3.405, 2.014], [1.963, -2.513, 2.251], [1.018, -2.271, 1.096], [0.056, -1.251, 1.275], [1.743, -1.896, -0.129], [1.209, -0.830, -0.766], [1.829, -0.188, -1.681], [1.268, 0.990, -2.282], [-0.264, 1.635, -1.247], [1.565, 1.719, -3.360], [2.544, 1.540, -4.420], [3.503, 0.522, -4.491], [4.417, 0.491, -5.525], [4.382, 1.460, -6.523], [3.417, 2.455, -6.488], [2.511, 2.495, -5.444], [0.783, -0.926, 4.756], [2.544, -1.971, 5.540], [4.408, -3.516, 5.079], [4.697, -4.462, 2.801], [3.121, -3.848, 1.027], [0.473, -3.195, 0.898], [2.742, -2.030, -0.168], [2.818, -0.502, -1.990], [0.952, 2.607, -3.493], [3.548, -0.261, -3.747], [5.164, -0.291, -5.561], [5.104, 1.433, -7.329], [3.374, 3.203, -7.269], [1.760, 3.277, -5.415], [-7.941, 1.330, 0.142], [-6.601, 0.394, -0.027], [-5.029, 1.097, 0.176], [-4.318, -0.438, -0.150], [-5.182, -1.387, -0.389], [-6.456, -0.962, -0.330], [-7.451, -1.962, -0.579], [-6.999, -3.263, -0.890], [-7.911, -4.260, -1.145], [-9.277, -3.993, -1.101], [-9.725, -2.713, -0.788], [-8.829, -1.701, -0.523], [-2.642, -0.785, -0.129], [-5.944, -3.470, -0.928], [-7.558, -5.255, -1.380], [-9.992, -4.781, -1.302], [-10.785, -2.506, -0.744], [-9.201, -0.727, -0.270]], "e_homo_ha": [-0.481, -0.481], "e_tot_ha": -6214.31656, "orbital_gap_ev": [5.05, 4.17], "spin_multiplicity": 4, "charge": 2}


{"formula": "CHCl2O4S", "method": "ωB97M-V with the def2-TZVPD basis set", "species": ["C", "O", "O", "O", "O", "S", "Cl", "Cl", "H"], "positions_angstrom": [[2.901, -0.503, 0.350], [0.635, -0.513, 1.899], [-0.767, -0.543, -0.127], [1.549, -0.557, -0.299], [0.492, -2.578, 0.611], [0.623, -1.145, 0.652], [3.975, -0.331, -1.134], [2.825, 1.057, 1.079], [-0.468, 0.384, -0.246]], "relative_energy_kj_mol": 205.9, "e_homo_ha": -0.145, "e_tot_ha": -1658.22464, "orbital_gap_ev": 7.49, "charge": -1}


{"formula": "C6H17N2", "method": "ωB97M-V with the def2-TZVPD basis set", "species": ["N", "C", "C", "C", "N", "C", "C", "C", "H", "H", "H", "H", "H", "H", "H", "H", "H", "H", "H", "H", "H", "H", "H", "H", "H"], "positions_angstrom": [[1.069, 2.480, -0.228], [1.352, 1.117, -0.900], [1.903, 1.280, -2.295], [0.231, -0.017, -0.718], [-0.421, 0.170, 0.557], [-0.218, -0.773, 1.625], [-1.012, -2.072, 1.201], [-2.539, -1.903, 1.231], [0.448, 3.082, -0.779], [1.953, 2.990, -0.183], [0.493, 2.202, 0.564], [2.140, 0.695, -0.278], [2.927, 0.936, -2.460], [1.352, 0.668, -3.024], [1.812, 2.274, -2.740], [0.789, -0.949, -0.694], [-0.425, 0.107, -1.580], [-1.439, 0.311, 0.546], [0.815, -1.063, 1.705], [-0.727, -0.446, 2.535], [-0.823, -2.948, 1.830], [-0.708, -2.585, 0.276], [-3.083, -2.815, 0.991], [-2.889, -1.605, 2.217], [-3.000, -1.136, 0.601]], "relative_energy_kj_mol": 121.2, "e_homo_ha": [-0.707, -0.705], "e_tot_ha": -347.58115, "orbital_gap_ev": [12.13, 6.95], "spin_multiplicity": 2, "charge": 2}